9
Properties=species:S:1:pos:R:3 method="wB97M-V/def2-TZVPD" smiles="S=C1SSS[C@@H]1S" e_tot_ha=-2068.30006 relative_energy_ev=0.525 molar_mass_g_mol=186.4 e_homo_ha=-0.3239 gap_ev=8.2 multiplicity=1
C 0.3245 1.2155 0.1270
C -0.3869 -0.4220 0.3564
S -0.4318 2.6007 0.2989
S 2.0651 1.1374 -0.1842
S 0.8932 -1.5053 0.9816
S 2.2830 -0.9341 -0.4689
S -1.1405 -1.0209 -1.2413
H -1.0548 -0.3057 1.1205
H -2.5518 -0.7656 -0.9901